Entry 1:
{"formula": "Ag2H9O6", "method": "the ωB97M-V functional and the def2-TZVPD basis", "multiplicity": 3, "e_homo_ev": [-12.5, -12.3], "mol_weight_g_mol": 320.80, "orbital_gap_ev": [7.3, 6.0], "total_charge": 1, "elements": ["Ag", "Ag", "O", "H", "O", "H", "O", "H", "O", "H", "H", "O", "H", "H", "O", "H", "H"], "positions_angstrom": [[-21.09, 11.34, -7.92], [-20.30, 6.41, -7.44], [-20.52, 11.06, -5.11], [-20.63, 12.01, -4.93], [-24.04, 12.43, -7.95], [-24.80, 12.53, -7.34], [-21.97, 8.63, -8.20], [-22.74, 8.99, -7.72], [-22.67, 4.55, -8.21], [-23.51, 4.95, -8.01], [-22.85, 3.61, -8.22], [-23.93, 9.22, -10.89], [-23.33, 8.80, -10.28], [-24.28, 8.50, -11.41], [-25.52, 6.02, -6.77], [-25.07, 6.33, -5.98], [-26.45, 6.00, -6.52]], "mulliken_charge": [0.794, 0.825, -0.358, 0.358, -0.329, 0.342, -0.894, 0.231, -0.623, 0.328, 0.317, -0.625, 0.314, 0.308, -0.614, 0.315, 0.312]}


Entry 2:
{"formula": "C3H2Br2O2", "method": "the ωB97M-V functional and the def2-TZVPD basis", "e_homo_ev": -9.9, "smiles": "O=CC(=O)C(Br)Br", "mol_weight_g_mol": 229.85, "orbital_gap_ev": 9.4, "de_lowest_kj_mol": 148.6, "elements": ["C", "C", "C", "O", "O", "Br", "Br", "H", "H"], "positions_angstrom": [[1.32, -0.09, 0.67], [-0.05, -0.73, 0.19], [-0.80, 0.24, -0.58], [1.37, 0.42, 1.77], [-0.26, -1.87, 0.34], [-2.69, -0.32, -0.66], [-0.63, 2.17, -0.10], [2.05, 0.09, -0.05], [-0.30, 0.09, -1.58]], "mulliken_charge": [-0.129, 0.468, -0.192, -0.386, -0.420, -0.049, -0.027, 0.375, 0.360]}


Entry 3:
{"formula": "C3H11N2", "method": "the ωB97M-V functional and the def2-TZVPD basis", "multiplicity": 2, "e_homo_ev": [-4.1, -7.8], "mol_weight_g_mol": 75.13, "orbital_gap_ev": [4.5, 8.3], "de_lowest_kj_mol": 163.1, "elements": ["C", "N", "H", "H", "H", "H", "C", "C", "N", "H", "H", "H", "H", "H", "H", "H"], "positions_angstrom": [[-1.61, 1.72, -1.14], [-1.70, 0.60, -0.34], [-0.97, 1.70, -2.02], [-2.06, 2.67, -0.91], [-2.53, 0.71, 0.24], [-0.75, -0.38, 0.19], [1.78, 0.00, 1.19], [1.47, -0.92, 0.04], [-0.02, -1.26, 0.11], [1.35, 0.99, 1.10], [2.86, 0.02, 1.30], [1.38, -0.44, 2.11], [1.90, -1.92, 0.15], [1.59, -0.66, -1.01], [-0.13, -1.90, 0.89], [-0.26, -1.82, -0.70]], "mulliken_charge": [-0.748, -0.620, 0.267, 0.238, 0.077, 0.367, -1.029, -0.360, -0.433, 0.306, 0.337, 0.300, 0.326, 0.322, 0.341, 0.309]}


Entry 4:
{"formula": "C5H11NO", "method": "the ωB97M-V functional and the def2-TZVPD basis", "e_homo_ev": -9.1, "smiles": "C[C@@H]1CN[C@]1(C)O", "mol_weight_g_mol": 101.15, "orbital_gap_ev": 10.1, "de_lowest_kj_mol": 143.2, "elements": ["C", "C", "C", "N", "C", "O", "C", "H", "H", "H", "H", "H", "H", "H", "H", "H", "H", "H"], "positions_angstrom": [[-1.90, 0.22, -0.60], [-0.65, -0.42, -0.03], [-0.65, -0.56, 1.50], [0.75, -0.09, 1.59], [0.71, 0.35, 0.17], [0.62, 1.74, 0.02], [1.98, -0.04, -0.59], [-1.88, 0.37, -1.69], [-2.76, -0.43, -0.38], [-2.12, 1.19, -0.13], [-0.47, -1.38, -0.52], [-0.12, 2.05, 0.57], [-1.32, 0.15, 1.99], [-0.85, -1.55, 1.93], [1.37, -0.89, 1.67], [1.89, 0.11, -1.67], [2.28, -1.07, -0.39], [2.78, 0.62, -0.23]], "mulliken_charge": [-1.391, 0.185, -0.737, -0.557, 0.960, -0.539, -1.600, 0.352, 0.385, 0.268, 0.315, 0.341, 0.275, 0.305, 0.338, 0.327, 0.373, 0.400]}


Entry 5:
{"formula": "C18H24F30Li3N7O34S16", "method": "the ωB97M-V functional and the def2-TZVPD basis", "multiplicity": 2, "e_homo_ev": [-3.2, -3.2], "mol_weight_g_mol": 1986.24, "orbital_gap_ev": [6.8, 3.4], "total_charge": -3, "elements": ["Li", "Li", "Li", "N", "S", "O", "O", "F", "S", "O", "O", "F", "N", "S", "O", "O", "F", "S", "O", "O", "F", "N", "S", "O", "O", "F", "S", "O", "O", "F", "N", "S", "O", "O", "F", "S", "O", "O", "F", "N", "S", "O", "O", "F", "S", "O", "O", "F", "N", "S", "O", "O", "F", "S", "O", "O", "F", "N", "S", "O", "O", "F", "S", "O", "O", "F", "C", "C", "C", "S", "O", "O", "C", "H", "H", "H", "H", "H", "H", "H", "H", "C", "C", "C", "S", "O", "O", "C", "H", "H", "H", "H", "H", "H", "H", "H", "C", "C", "C", "F", "F", "F", "F", "O", "C", "C", "F", "F", "F", "F", "H", "H", "H", "H", "C", "C", "C", "F", "F", "F", "F", "O", "C", "C", "F", "F", "F", "F", "H", "H", "H", "H"], "positions_angstrom": [[2.95, 1.98, -0.87], [-0.87, -1.93, -3.38], [0.85, 2.11, -2.39], [-0.71, -0.76, -4.96], [0.23, 0.63, -5.29], [0.28, 1.67, -4.19], [0.45, 0.99, -6.69], [1.55, -0.23, -5.01], [-2.00, -0.07, -5.60], [-2.35, -0.55, -6.92], [-2.46, 1.24, -5.20], [-3.02, -1.03, -4.77], [-0.61, -3.65, -4.20], [0.88, -4.44, -3.86], [1.41, -5.30, -4.89], [1.22, -4.71, -2.47], [1.63, -2.97, -4.11], [-1.33, -4.98, -3.87], [-1.71, -5.33, -2.55], [-1.16, -6.13, -4.79], [-2.75, -4.47, -4.46], [-1.44, 6.47, 0.64], [-2.59, 7.35, 1.62], [-2.83, 6.88, 2.99], [-3.58, 8.11, 0.94], [-1.46, 8.47, 1.80], [-2.32, 5.19, 0.53], [-3.25, 5.13, -0.57], [-2.30, 4.30, 1.71], [-1.07, 4.48, -0.19], [-3.99, 3.06, -2.87], [-5.03, 1.96, -2.85], [-5.52, 1.34, -1.62], [-5.16, 1.07, -3.99], [-6.32, 2.98, -2.99], [-2.72, 2.04, -2.28], [-1.37, 2.62, -2.27], [-2.69, 0.58, -2.41], [-3.08, 2.17, -0.71], [1.35, 0.77, -1.05], [0.42, 0.45, 0.08], [1.24, 0.09, 1.25], [-0.85, -0.18, -0.24], [0.00, 2.00, 0.38], [1.57, -0.91, -1.51], [0.55, -1.70, -2.14], [2.63, -1.64, -0.73], [2.50, -0.49, -2.80], [2.50, 3.17, -2.37], [2.57, 4.67, -2.52], [1.86, 5.21, -3.69], [3.64, 5.37, -1.92], [1.37, 4.88, -1.39], [3.51, 2.98, -3.89], [4.81, 3.65, -3.89], [2.83, 2.74, -5.17], [3.93, 1.45, -3.53], [2.16, 4.15, 4.29], [1.50, 2.85, 3.71], [1.47, 2.80, 2.28], [0.47, 2.13, 4.47], [2.79, 1.94, 4.06], [0.68, 5.03, 4.03], [-0.57, 4.83, 4.78], [0.60, 5.52, 2.67], [1.19, 6.41, 4.79], [-4.20, -4.87, 0.26], [-2.97, -4.34, 0.86], [-2.88, -2.83, 0.58], [-3.66, -2.49, -1.05], [-2.65, -2.50, -2.17], [-4.66, -1.40, -0.87], [-4.59, -4.18, -1.03], [-5.09, -4.89, 0.88], [-4.06, -5.94, 0.15], [-2.15, -4.89, 0.39], [-2.88, -4.43, 1.94], [-1.93, -2.31, 0.65], [-3.63, -2.31, 1.18], [-4.14, -4.74, -1.85], [-5.65, -3.99, -1.21], [6.46, -2.45, -0.97], [6.33, -2.16, -2.44], [5.71, -0.77, -2.86], [5.96, 0.26, -1.34], [4.74, 1.12, -1.13], [7.32, 0.76, -1.45], [5.99, -1.21, -0.18], [7.53, -2.61, -0.81], [6.04, -3.41, -0.69], [5.87, -3.05, -2.87], [7.26, -2.09, -3.00], [4.63, -0.90, -2.84], [6.12, -0.25, -3.73], [4.96, -1.58, -0.15], [6.30, -0.90, 0.82], [-4.31, 1.23, 4.67], [-2.93, 0.65, 4.14], [-2.38, 1.46, 2.90], [-1.37, 1.00, 2.26], [-3.32, 1.71, 1.97], [-2.08, 0.64, 5.09], [-3.09, -0.61, 3.78], [-4.37, 2.58, 5.20], [-5.14, 3.53, 4.56], [-5.04, 4.87, 5.34], [-5.71, 5.94, 4.71], [-5.15, 4.93, 6.64], [-4.81, 3.72, 3.30], [-6.41, 3.08, 4.69], [-4.54, 0.51, 5.45], [-5.04, 1.14, 3.86], [-2.09, 2.45, 3.24], [-4.07, 5.33, 5.15], [2.70, -2.89, 3.22], [4.20, -2.84, 3.34], [4.80, -3.86, 4.35], [5.05, -5.06, 3.87], [5.93, -3.44, 4.91], [4.87, -2.94, 2.13], [4.45, -1.56, 3.63], [2.30, -4.21, 2.97], [1.83, -4.50, 1.69], [1.27, -5.94, 1.75], [0.11, -6.18, 2.41], [1.15, -6.41, 0.46], [0.91, -3.64, 1.25], [2.84, -4.36, 0.85], [2.45, -2.09, 2.52], [2.37, -2.66, 4.23], [4.11, -4.01, 5.18], [1.94, -6.66, 2.22]], "mulliken_charge": [0.866, 1.345, 1.745, 0.053, 0.496, -0.495, -0.585, -0.393, 0.738, -0.662, -0.419, -0.346, -0.019, 0.715, -0.572, -0.423, -0.305, 0.782, -0.486, -0.675, -0.372, 0.138, 1.069, -0.446, -0.549, -0.285, 0.466, -0.465, 0.173, -0.150, -0.379, 1.045, -0.557, -0.637, -0.389, 0.581, -0.613, -0.298, 0.084, 0.864, -0.224, -0.602, 0.047, 0.044, 0.488, 0.041, -0.391, -0.511, -0.158, 0.627, -0.601, -0.582, -0.264, 0.818, -0.572, -0.533, -0.066, -0.612, 0.916, -0.099, -0.537, -0.379, 1.187, -0.571, -0.525, -0.375, -0.871, -0.183, -0.557, 0.912, -0.236, -0.728, -0.762, 0.249, 0.453, 0.065, 0.446, 0.076, 0.377, 0.132, 0.498, -0.582, -0.981, 0.354, 0.592, -0.300, -0.671, 0.020, 0.392, 0.367, 0.423, 0.242, -0.810, 0.746, -0.461, 0.597, -1.120, 1.088, 0.286, 0.155, -0.209, -0.232, -0.302, -0.476, 1.092, 0.293, -0.301, -0.261, -0.205, -0.320, 0.419, 0.388, -0.245, -0.022, -0.814, 1.047, 0.103, -0.251, -0.304, -0.232, -0.351, -0.448, 0.814, -0.023, -0.266, -0.203, 0.033, -0.203, 0.137, 0.519, 0.243, 0.164]}


Entry 6:
{"formula": "C2H6N4O2", "method": "the ωB97M-V functional and the def2-TZVPD basis", "e_homo_ev": -9.5, "mol_weight_g_mol": 118.10, "orbital_gap_ev": 8.8, "de_lowest_kj_mol": 961.6, "elements": ["C", "C", "H", "H", "H", "H", "H", "H", "N", "N", "N", "N", "O", "O"], "positions_angstrom": [[0.05, -0.89, -0.54], [-0.54, 0.42, 0.08], [2.79, 0.75, -1.35], [1.19, -1.28, -2.11], [-1.25, -1.78, 0.36], [-0.11, 1.96, -1.07], [-1.73, 0.95, 1.21], [-0.28, 0.54, 3.23], [1.10, -0.76, -1.33], [-0.52, -2.01, -0.29], [-0.42, 1.73, 0.02], [-1.27, 0.04, 1.12], [1.50, 0.79, -1.52], [-0.51, -0.44, 2.18]], "mulliken_charge": [0.260, 0.614, 0.381, 0.258, 0.382, 0.301, 0.429, 0.330, -0.088, -0.788, -0.718, -0.357, -0.537, -0.467]}